(1)
{
  "formula": "C5H33NO13",
  "method": "the ωB97M-V functional and the def2-TZVPD basis",
  "smiles": "C[C@@H](CCO)NC=O.O.O.O.O.O.O.O.O.O.O.O",
  "gap_ha": 0.381,
  "largest_force_ha_per_bohr": 0.0393,
  "homo_ha": -0.373,
  "elements": ["C", "C", "C", "C", "O", "N", "C", "O", "H", "H", "H", "H", "H", "H", "H", "H", "H", "H", "H", "O", "H", "H", "O", "H", "H", "O", "H", "H", "O", "H", "H", "O", "H", "H", "O", "H", "H", "O", "H", "H", "O", "H", "H", "O", "H", "H", "O", "H", "H", "O", "H", "H"],
  "positions_angstrom": [[0.91672, 1.96467, 2.04611], [0.23715, 0.58852, 1.74044], [-0.86028, 0.22040, 2.69964], [-0.91518, -1.23300, 3.11960], [-1.39539, -2.03009, 2.02652], [-0.14669, 0.47262, 0.33761], [0.53682, -0.18008, -0.61221], [0.34247, 0.04038, -1.80597], [1.51544, 1.90820, 2.95718], [0.34647, 2.88296, 2.01260], [1.67597, 1.97094, 1.25682], [1.18478, 0.05008, 1.78906], [-1.87904, 0.31533, 2.31916], [-0.78772, 0.94702, 3.50573], [0.03451, -1.64978, 3.50509], [-1.46062, -1.52065, 4.00208], [-1.01825, -1.60718, 1.25012], [-0.79484, 1.15524, -0.03494], [1.19869, -0.98203, -0.29072], [3.50186, -1.71673, -1.38547], [2.87526, -2.43808, -1.24439], [3.11758, -0.95764, -0.94099], [3.52796, -1.20644, 1.22924], [3.81868, -1.77153, 0.48842], [4.25114, -0.60879, 1.42942], [-3.89664, -3.57906, 0.16076], [-4.58502, -3.34896, 0.76882], [-3.66249, -2.83330, -0.39333], [0.83252, -4.51768, -0.60716], [1.53475, -4.94412, -1.08689], [0.36447, -4.99800, 0.07167], [-2.86518, 2.95777, -2.38827], [-2.01550, 2.81009, -2.84787], [-3.08906, 2.10773, -2.01049], [4.65604, 0.59673, -1.14739], [4.35890, 1.15354, -1.88712], [4.77860, -0.18638, -1.70460], [-2.97476, 2.01997, 3.85263], [-3.03411, 2.82872, 4.36527], [-2.61824, 1.35357, 4.44446], [-0.74913, 3.79862, -0.33421], [-1.50963, 3.54429, -0.87327], [-0.64534, 4.74906, -0.39482], [2.80225, 0.59720, -3.19559], [2.92471, -0.25158, -3.58102], [2.07234, 0.54532, -2.55853], [-3.08881, -0.56933, -0.25008], [-2.65806, -1.18673, -0.85764], [-2.82477, -1.00781, 0.57250], [-0.75050, 2.19239, -3.92318], [-0.51179, 1.31099, -3.61745], [-0.44980, 2.26795, -4.83084]],
  "forces_ev_per_a": [[0.56, -0.62, -0.96], [1.27, 1.12, -0.36], [-0.71, -0.53, 0.96], [1.52, -1.22, 0.54], [-0.01, 0.35, 0.26], [0.01, 0.08, 0.09], [-0.92, 0.50, -0.36], [0.24, -0.22, -0.18], [-0.41, -0.11, 0.25], [-0.44, -0.06, -0.07], [-0.02, 0.70, -0.01], [-0.55, -1.30, 0.47], [0.20, 0.86, -0.56], [-0.02, -0.41, 0.38], [0.48, 0.39, -0.90], [-1.38, 0.63, 0.12], [0.21, -0.26, -0.28], [-0.02, 0.12, 0.07], [0.28, 0.00, 0.47], [-0.24, -1.10, -0.32], [-0.04, -0.01, -0.21], [0.04, 0.49, 0.00], [-0.36, -0.41, 0.18], [0.24, 0.48, 0.55], [0.17, 0.05, -0.21], [0.85, -0.99, -0.50], [-0.47, 0.62, 0.25], [-0.56, 0.23, 0.26], [-0.35, 1.84, -0.36], [-0.06, -0.99, 0.40], [0.46, -0.76, -0.07], [0.44, 0.38, 0.35], [-0.38, -0.04, -0.26], [-0.19, -0.32, 0.08], [0.25, 0.16, -0.88], [-0.22, 0.44, 0.52], [0.29, -0.28, 0.62], [-0.13, 0.05, -0.15], [-0.04, 0.06, 0.12], [-0.05, 0.04, 0.16], [0.24, -0.47, 0.33], [-0.23, 0.37, -0.23], [-0.18, 0.07, -0.17], [0.00, 1.59, 0.19], [-0.11, -1.13, -0.24], [-0.09, -0.33, -0.40], [0.40, -0.79, -0.03], [-0.01, 0.51, -0.54], [-0.32, 0.36, 0.52], [0.06, -0.04, 0.03], [0.24, -0.09, 0.10], [0.03, -0.02, -0.04]],
  "nbo_charge": [-0.61, -0.07, -0.47, -0.07, -0.72, -0.60, 0.53, -0.69, 0.21, 0.23, 0.21, 0.23, 0.23, 0.23, 0.16, 0.19, 0.46, 0.42, 0.13, -0.97, 0.48, 0.50, -0.98, 0.49, 0.48, -0.95, 0.48, 0.47, -0.98, 0.48, 0.50, -0.98, 0.50, 0.47, -0.97, 0.49, 0.47, -0.94, 0.47, 0.47, -0.98, 0.49, 0.47, -0.98, 0.47, 0.50, -0.94, 0.46, 0.48, -0.97, 0.50, 0.49]
}

(2)
{
  "formula": "C5H33NO13",
  "method": "the ωB97M-V functional and the def2-TZVPD basis",
  "smiles": "C[C@H](O)CCNC=O.O.O.O.O.O.O.O.O.O.O.O",
  "gap_ha": 0.348,
  "largest_force_ha_per_bohr": 0.1480,
  "homo_ha": -0.344,
  "elements": ["C", "C", "O", "C", "C", "N", "C", "O", "H", "H", "H", "H", "H", "H", "H", "H", "H", "H", "H", "O", "H", "H", "O", "H", "H", "O", "H", "H", "O", "H", "H", "O", "H", "H", "O", "H", "H", "O", "H", "H", "O", "H", "H", "O", "H", "H", "O", "H", "H", "O", "H", "H"],
  "positions_angstrom": [[0.49251, -1.78058, 0.68893], [-0.67970, -1.27317, -0.27510], [-1.33523, -2.38947, -0.95857], [-0.26732, -0.37668, -1.41885], [0.93538, 0.67202, -1.14435], [0.48854, 1.54221, -0.08612], [-0.51243, 2.45532, -0.32252], [-1.02001, 3.01629, 0.58641], [1.36276, -1.81091, -0.10198], [0.33740, -2.68877, 1.16524], [0.68684, -1.03147, 1.53931], [-1.48748, -0.69972, 0.30819], [-1.34813, -3.11664, -0.30483], [-0.00502, -0.92906, -2.45915], [-1.06594, 0.27398, -1.86680], [1.01921, 1.16149, -2.10098], [1.75686, 0.08976, -0.75891], [0.58574, 1.30444, 0.87488], [-0.76403, 2.69501, -1.35895], [0.61312, 0.72259, 2.65577], [-0.34002, 0.89024, 2.79996], [0.63572, 0.12618, 3.41788], [3.96260, -0.61185, 2.03027], [3.30442, -0.09050, 1.60264], [4.27525, -0.16790, 2.69816], [2.31416, -0.45502, -3.01556], [2.33688, 0.01963, -3.87561], [2.68653, -1.37056, -3.20674], [4.20992, -0.98212, -0.76407], [4.70099, -0.51018, -1.34164], [4.24704, -0.58992, 0.17103], [-1.88641, 1.73649, 2.86558], [-1.72175, 2.32409, 2.08077], [-2.35124, 2.15989, 3.53415], [-3.37627, 1.13109, -3.48274], [-3.40509, 1.43680, -2.64576], [-3.67895, 0.15446, -3.39713], [-2.99126, 1.08304, -0.46704], [-3.02098, 1.44032, 0.46620], [-3.61115, 0.24307, -0.46574], [-2.45732, -1.04176, 2.44799], [-1.91575, -1.34259, 1.81476], [-2.16627, -0.13562, 2.58710], [2.10405, -3.30539, -1.92934], [1.50464, -2.58088, -1.65547], [2.63762, -3.47556, -1.18588], [-3.88927, -1.45589, -0.61133], [-4.09459, -2.09519, 0.13097], [-3.30422, -1.92597, -1.15988], [2.99656, 2.11258, 2.34138], [2.15193, 1.79881, 2.53050], [2.86329, 2.98178, 2.00802]],
  "forces_ev_per_a": [[1.01, 3.66, -2.79], [-1.17, 0.03, 0.86], [0.50, -0.49, 1.32], [1.71, 1.14, -3.56], [-2.84, -2.41, 0.88], [-1.25, 1.91, -1.87], [2.91, -2.27, -1.25], [-2.39, 2.13, 2.94], [-1.06, -0.20, 2.45], [-0.49, -2.00, 0.45], [-0.07, -0.99, -1.79], [1.18, -0.79, -0.88], [-0.09, 0.32, -0.62], [-0.17, 0.44, 2.80], [0.07, -0.70, 1.20], [0.79, 0.43, 0.22], [0.75, 0.45, -0.60], [0.33, -0.37, 0.43], [0.16, -0.24, -0.27], [-0.85, -0.68, 1.39], [-0.19, 1.15, -0.66], [1.18, -0.29, 0.00], [-2.04, -4.87, -5.48], [-0.85, 0.95, 0.03], [2.63, 4.13, 5.62], [1.08, -1.32, -1.75], [0.02, -0.60, 0.73], [-0.65, 1.55, 0.39], [-2.77, -2.02, 4.72], [2.40, 2.63, -2.59], [0.62, -0.88, -2.14], [1.32, -1.27, -2.45], [0.05, 0.02, 0.57], [-1.29, 1.41, 1.70], [-0.63, -4.30, -4.34], [-0.11, 1.70, 4.70], [0.80, 2.61, -0.26], [-1.66, -1.07, 1.43], [-0.13, -0.62, -1.64], [1.74, 1.88, 0.23], [-2.96, 1.41, 3.72], [2.99, -1.96, -3.58], [-0.35, 0.39, 0.13], [-1.56, 0.82, -1.46], [0.45, -0.71, -0.39], [1.16, -0.19, 1.44], [-2.31, -0.37, 2.39], [0.28, 1.31, -1.19], [1.68, -0.94, -1.17], [2.61, -0.08, -0.20], [-2.53, -0.92, 0.67], [-0.02, 1.09, -0.46]],
  "nbo_charge": [-0.68, 0.07, -0.75, -0.47, -0.22, -0.64, 0.57, -0.69, 0.20, 0.21, 0.24, 0.18, 0.47, 0.24, 0.24, 0.22, 0.23, 0.41, 0.14, -0.99, 0.51, 0.49, -0.93, 0.48, 0.47, -0.97, 0.47, 0.50, -0.97, 0.46, 0.49, -1.01, 0.53, 0.49, -0.94, 0.47, 0.47, -1.02, 0.48, 0.52, -0.94, 0.45, 0.48, -0.94, 0.47, 0.47, -0.96, 0.49, 0.50, -0.96, 0.48, 0.47]
}

(3)
{
  "formula": "C5H33NO13",
  "method": "the ωB97M-V functional and the def2-TZVPD basis",
  "gap_ha": 0.284,
  "largest_force_ha_per_bohr": 0.1024,
  "homo_ha": -0.289,
  "elements": ["O", "C", "C", "C", "C", "C", "N", "H", "H", "H", "H", "H", "H", "H", "H", "H", "H", "H", "O", "H", "H", "O", "H", "H", "O", "H", "H", "O", "H", "H", "O", "H", "H", "O", "H", "H", "O", "H", "H", "O", "H", "H", "O", "H", "H", "O", "H", "H", "O", "H", "H", "O"],
  "positions_angstrom": [[-2.57457, -2.01169, -2.24255], [-2.18167, -2.61535, -1.28323], [-2.89658, -2.37272, 0.03551], [-2.11543, -1.24829, 0.63178], [-0.94844, -1.84228, 1.35512], [0.25294, -1.16856, 1.42591], [1.31422, -1.50580, 2.23951], [-1.33971, -3.28466, -1.49033], [-3.20131, -3.37875, 0.51410], [-3.82056, -1.88951, -0.08721], [-2.83366, -0.72314, 1.20896], [-1.92718, -0.47749, -0.03111], [-1.15711, -2.77847, 1.89320], [0.24793, -0.09341, 1.28395], [2.05096, -0.91219, 1.89784], [1.63067, -2.51057, 2.04792], [2.14212, 0.50001, -3.53320], [2.01799, 0.33345, -2.11001], [1.99185, -0.15163, -2.88686], [2.97318, 2.04257, -0.93220], [4.28453, 1.38288, -1.44670], [3.42968, 1.28760, -1.17045], [4.53580, -1.75094, -0.06649], [3.98888, -0.21759, -0.58671], [4.18811, -0.80927, 0.23213], [-2.74249, 2.12237, 1.59058], [-2.75615, 1.35205, 2.93590], [-3.29256, 1.80524, 2.28990], [-2.64265, -0.29611, -1.65368], [-3.83023, 0.01243, -0.91025], [-3.26035, 0.42855, -1.46237], [1.33620, 2.80767, 1.82756], [2.63156, 3.70705, 1.86780], [1.69751, 3.73803, 1.47903], [-0.71417, -1.05301, -2.99362], [0.26062, 0.00121, -2.48582], [-0.66959, -0.10194, -2.71478], [-0.77719, 1.50697, 3.85951], [-1.46955, 0.24191, 4.51454], [-1.35062, 0.83373, 3.81865], [0.77761, -3.71131, -3.27622], [1.01476, -2.45308, -2.36646], [0.50300, -3.23755, -2.49725], [-2.00025, 1.59722, -0.80853], [-1.24634, 2.79394, -0.24563], [-1.36624, 1.86987, -0.10921], [4.08883, 0.93751, 2.67074], [2.54414, 0.87816, 2.15517], [3.10790, 1.39330, 2.71303], [0.86849, 2.55856, -0.88198], [1.91205, 3.56787, -1.09135], [1.50683, 2.85703, -1.44144]],
  "forces_ev_per_a": [[-0.11, 0.40, -1.55], [-1.40, -0.87, 0.16], [0.05, -2.18, -1.23], [0.47, -2.23, 2.93], [2.19, 1.97, 0.17], [-3.90, -0.76, 1.30], [1.71, -2.36, -0.70], [0.14, -0.21, 1.01], [1.31, 1.72, 0.21], [-1.68, 0.01, -1.31], [-0.41, 0.48, 1.78], [1.24, 0.83, -1.60], [0.54, 0.27, -0.41], [-0.23, 0.05, -1.07], [0.92, -0.41, 0.30], [-0.54, 1.88, 0.64], [0.23, 1.16, -1.55], [0.70, 1.45, 2.61], [-0.30, -2.89, -1.17], [-1.25, 2.64, 0.48], [3.26, 1.19, -1.06], [-1.10, -3.81, 0.39], [-1.19, 3.20, 0.64], [0.22, -1.77, 2.06], [0.78, -1.86, -2.09], [0.81, -0.04, -0.66], [0.64, -0.13, 0.07], [-1.82, 0.25, 0.18], [-0.08, 0.46, -0.91], [-3.16, -1.50, 2.67], [2.64, 2.13, -2.48], [1.16, 3.18, -1.11], [-1.87, 0.00, -0.71], [0.67, -3.15, 1.75], [-0.22, 1.22, 0.26], [-0.13, 0.02, -0.35], [-0.40, -1.23, -0.11], [3.36, 3.38, 1.23], [0.52, -0.87, 2.01], [-3.51, -2.71, -2.84], [0.42, 0.17, -0.39], [0.80, 0.66, -0.29], [-0.93, -0.74, 0.53], [-0.04, -0.31, 0.24], [0.06, 1.23, -0.13], [0.13, -0.62, 0.03], [-3.99, 1.53, -0.11], [-0.11, -0.74, -0.59], [4.21, -0.73, 0.64], [-3.05, -1.14, 2.63], [1.62, 4.08, 2.14], [0.62, -2.30, -4.62]],
  "nbo_charge": [-0.58, 0.43, -0.50, -0.45, -0.28, 0.00, -0.80, 0.18, 0.22, 0.21, 0.23, 0.24, 0.20, 0.18, 0.36, 0.37, 0.48, 0.48, -0.95, 0.50, 0.48, -0.97, 0.48, 0.50, -1.01, 0.48, 0.49, -0.99, 0.50, 0.46, -0.95, 0.48, 0.49, -0.97, 0.48, 0.47, -0.98, 0.48, 0.49, -0.95, 0.48, 0.49, -0.96, 0.52, 0.46, -1.00, 0.50, 0.46, -0.97, 0.49, 0.48, -0.93]
}